[1]
12
Properties=species:S:1:pos:R:3:lowdin_charge:R:1 method="wB97M-V/def2-TZVPD" relative_energy_kcal_mol=0.0 total_charge=0 orbital_gap_ha=0.340 lumo_energy_ev=0.00
C -0.574 1.041 0.250 -0.086
C 0.902 1.079 0.081 -0.408
N 1.835 -3.730 -0.139 0.092
N 1.023 -2.868 -0.055 -0.327
N 0.119 -2.213 0.043 0.193
N 1.563 0.031 0.280 -0.504
I 3.588 -0.014 0.042 0.690
H -0.861 1.711 1.060 0.078
H -1.051 1.396 -0.663 0.079
H 1.323 2.042 -0.221 0.095
H 2.812 -3.524 -0.269 0.052
H -0.898 0.028 0.472 0.045

[2]
50
Properties=species:S:1:pos:R:3:lowdin_charge:R:1 method="wB97M-V/def2-TZVPD" smiles="CN(C)Cc1nc2ccccc2c(=O)n1Cc1nc(-c2cc3ccccc3o2)cs1" relative_energy_kcal_mol=126.5 total_charge=0 orbital_gap_ha=0.302 lumo_energy_ev=0.10
C -3.017 -0.230 -4.257 -0.122
N -2.537 -0.711 -3.035 -0.256
C -2.517 -2.156 -2.667 -0.047
C -2.466 0.223 -1.893 -0.100
C -1.564 1.472 -2.069 -0.151
N -2.104 2.647 -2.421 0.171
C -1.319 3.719 -2.742 -0.262
C -1.903 4.945 -2.956 -0.018
C -1.132 6.010 -3.414 -0.053
C 0.248 5.823 -3.507 -0.087
C 0.823 4.684 -3.130 0.004
C 0.026 3.580 -2.756 -0.081
C 0.574 2.291 -2.553 -0.388
O 1.769 2.040 -2.771 0.068
N -0.173 1.384 -1.918 0.055
C 0.412 0.283 -1.201 -0.091
C 0.223 0.017 0.296 -0.498
N 0.116 -1.165 0.734 0.100
C -0.010 -1.207 2.125 -0.254
C -0.190 -2.460 2.949 -0.186
C -0.561 -2.489 4.275 0.051
C -0.476 -3.900 4.714 -0.151
C -0.616 -4.624 5.904 -0.050
C -0.325 -6.006 6.067 -0.113
C -0.102 -6.660 4.875 -0.108
C 0.192 -5.918 3.667 0.005
C 0.089 -4.550 3.618 -0.256
O 0.177 -3.699 2.601 0.108
C -0.058 0.040 2.757 -0.358
S 0.239 1.286 1.604 1.024
H -4.092 -0.526 -4.545 0.101
H -3.020 0.834 -4.325 0.071
H -2.595 -0.769 -5.051 0.058
H -3.369 -2.343 -1.994 0.089
H -1.586 -2.497 -2.267 0.063
H -2.578 -2.739 -3.586 0.081
H -3.448 0.738 -1.803 0.130
H -2.448 -0.227 -0.998 0.072
H -2.964 5.067 -3.289 0.129
H -1.738 6.845 -3.780 0.110
H 0.827 6.651 -3.828 0.099
H 1.865 4.597 -3.037 0.112
H 1.453 0.085 -1.472 0.146
H -0.076 -0.481 -1.677 0.084
H -0.824 -1.631 4.945 0.124
H -1.110 -4.126 6.808 0.125
H -0.361 -6.494 7.119 0.133
H 0.208 -7.737 5.012 0.114
H 0.468 -6.610 2.809 0.130
H -0.354 0.125 3.803 0.075

[3]
23
Properties=species:S:1:pos:R:3:lowdin_charge:R:1 method="wB97M-V/def2-TZVPD" smiles="O=C1N[C@]23CCC[C@]2(NC(=O)N3)N1" relative_energy_kcal_mol=0.0 total_charge=0 orbital_gap_ha=0.373 lumo_energy_ev=0.62
O 2.865 -2.132 0.074 0.094
C 1.836 -1.516 -0.020 -0.525
N 1.257 -0.939 -1.128 0.196
C 0.131 -0.080 -0.782 -0.355
C -1.262 -0.401 -1.269 -0.094
C -2.119 -0.041 -0.077 -0.149
C -1.360 -0.350 1.244 -0.079
C 0.096 -0.252 0.811 -0.247
N 0.843 1.283 1.147 0.177
C 1.000 1.989 0.015 -0.608
O 1.542 3.093 -0.118 0.015
N 0.465 1.299 -1.056 0.148
N 0.962 -1.288 1.015 0.144
H 1.759 -0.725 -1.908 0.116
H -1.264 -1.456 -1.343 0.112
H -1.539 -0.013 -2.231 0.123
H -2.152 1.023 0.008 0.112
H -2.965 -0.592 -0.202 0.082
H -1.671 0.494 1.958 0.138
H -1.498 -1.311 1.785 0.122
H 1.114 1.799 2.005 0.146
H 0.783 1.666 -1.923 0.142
H 1.176 -1.552 1.996 0.189

[4]
45
Properties=species:S:1:pos:R:3:lowdin_charge:R:1 method="wB97M-V/def2-TZVPD" smiles="CNC(C)=O.O.O.O.O.O.O.O.O.O.O.O" relative_energy_kcal_mol=122.9 total_charge=0 orbital_gap_ha=0.362 lumo_energy_ev=-0.16
C 1.625 -0.624 -0.293 -0.020
N 0.403 -0.037 -0.950 0.053
C -0.477 -0.768 -1.798 -0.477
C -0.029 -1.897 -2.498 -0.010
O -1.687 -0.355 -1.813 -0.058
H 2.017 -1.343 -0.900 0.051
H 1.292 -1.123 0.573 0.034
H 2.359 0.138 -0.003 0.083
H -0.013 0.822 -0.422 0.147
H 0.993 -1.916 -2.906 0.097
H -0.183 -2.805 -1.877 0.102
H -0.669 -2.192 -3.466 0.154
O -0.394 2.572 1.558 -0.098
H -0.821 2.161 2.395 0.075
H -1.178 2.368 1.014 -0.010
O 2.368 1.737 2.317 -0.052
H 1.573 2.150 2.032 -0.034
H 2.233 1.457 3.241 0.057
O -0.243 1.770 -2.729 -0.034
H -0.966 2.162 -2.291 0.002
H -0.462 2.124 -3.619 0.087
O 1.853 -2.844 2.807 -0.007
H 1.529 -3.236 2.106 -0.132
H 1.250 -2.061 2.981 0.046
O -0.355 -0.060 3.019 -0.018
H -1.266 -0.076 2.682 0.013
H 0.010 -0.896 2.926 -0.038
O 0.626 -3.564 0.737 -0.027
H -0.166 -4.059 0.692 0.048
H 0.149 -2.694 0.705 0.060
O -2.944 0.786 2.152 -0.097
H -3.365 1.351 1.425 0.074
H -3.661 0.199 2.415 0.050
O 2.737 1.144 -3.525 0.019
H 2.894 1.695 -2.790 -0.008
H 2.292 0.393 -3.402 -0.060
O 2.538 2.431 -0.739 -0.005
H 1.619 2.389 -0.813 -0.014
H 2.795 2.581 0.156 0.021
O -2.285 1.472 -0.273 -0.128
H -2.773 2.204 -0.536 0.013
H -2.227 0.807 -1.129 0.056
O -2.800 -1.670 0.569 -0.073
H -3.758 -1.701 0.263 0.085
H -2.430 -0.995 0.009 -0.029

[5]
90
Properties=species:S:1:pos:R:3:lowdin_charge:R:1 method="wB97M-V/def2-TZVPD" total_charge=-1 orbital_gap_ha=0.246 lumo_energy_ev=2.03
C 4.373 -0.759 1.854 -0.141
S 3.112 -1.912 2.665 0.731
O 2.738 -1.290 3.985 -0.359
O 3.818 -3.256 2.789 -0.411
C 1.692 -2.154 1.474 -0.249
C 2.084 -3.487 0.580 -0.142
N 2.515 -4.342 -0.201 0.095
C 0.223 -2.322 2.200 -0.140
C 0.244 -3.225 3.545 -0.135
N 0.506 -3.932 4.497 0.110
C -0.472 -0.862 2.470 -0.516
O -1.668 -0.761 2.919 -0.089
O 0.240 0.321 2.207 -0.174
H 4.022 -0.595 0.775 0.059
H 4.284 0.240 2.405 0.072
H 5.442 -1.160 1.923 0.075
H 1.636 -1.249 0.730 0.119
H -0.456 -2.894 1.434 0.141
O 2.282 0.489 0.587 0.016
C 2.124 1.578 0.095 -0.426
O 1.749 1.784 -1.197 0.041
C 1.761 3.187 -1.475 -0.156
C 1.638 3.860 -0.129 -0.158
C 2.352 2.892 0.788 -0.064
H 2.701 3.435 -1.980 0.123
H 0.927 3.438 -2.135 0.110
H 2.055 4.867 -0.114 0.094
H 0.582 3.926 0.158 0.076
H 3.426 3.089 0.835 0.122
H 1.915 2.890 1.787 0.139
O 4.010 6.274 -0.329 0.110
C 4.342 6.140 0.823 -0.469
O 3.615 5.460 1.752 0.006
C 4.242 5.591 3.032 -0.151
C 5.683 5.933 2.737 -0.165
C 5.575 6.726 1.453 -0.083
H 3.733 6.383 3.590 0.130
H 4.149 4.654 3.584 0.134
H 6.172 6.475 3.548 0.118
H 6.252 5.015 2.553 0.123
H 5.406 7.789 1.644 0.134
H 6.448 6.582 0.817 0.128
O -1.450 -4.867 0.066 0.088
C -1.515 -5.725 0.915 -0.481
O -2.622 -5.979 1.663 0.019
C -2.319 -6.982 2.633 -0.163
C -1.118 -7.717 2.082 -0.157
C -0.388 -6.627 1.330 -0.077
H -2.105 -6.493 3.587 0.128
H -3.180 -7.642 2.759 0.121
H -0.515 -8.195 2.857 0.121
H -1.443 -8.493 1.382 0.082
H 0.301 -6.068 1.968 0.125
H 0.134 -7.028 0.460 0.129
O -1.188 4.185 0.478 0.111
C -2.123 3.774 -0.160 -0.439
O -2.046 3.397 -1.466 0.016
C -3.355 3.066 -1.942 -0.169
C -4.157 2.739 -0.705 -0.157
C -3.536 3.644 0.337 -0.069
H -3.757 3.929 -2.483 0.123
H -3.293 2.217 -2.626 0.130
H -5.230 2.890 -0.835 0.118
H -3.996 1.693 -0.425 0.129
H -4.002 4.632 0.348 0.134
H -3.563 3.193 1.329 0.138
O -2.255 -9.829 -0.128 0.105
C -3.066 -9.168 -0.728 -0.465
O -3.875 -8.244 -0.145 0.026
C -4.785 -7.726 -1.120 -0.155
C -4.127 -7.986 -2.455 -0.162
C -3.364 -9.268 -2.199 -0.081
H -5.741 -8.249 -1.019 0.127
H -4.945 -6.661 -0.944 0.134
H -4.839 -8.056 -3.279 0.117
H -3.423 -7.180 -2.684 0.126
H -3.981 -10.152 -2.378 0.132
H -2.446 -9.313 -2.784 0.130
O -3.257 7.281 -3.969 0.108
C -2.380 6.502 -4.250 -0.479
O -2.598 5.275 -4.800 0.019
C -1.353 4.574 -4.900 -0.162
C -0.289 5.645 -4.886 -0.161
C -0.910 6.710 -4.008 -0.077
H -1.268 3.892 -4.048 0.114
H -1.333 3.991 -5.823 0.128
H 0.677 5.288 -4.525 0.118
H -0.147 6.040 -5.897 0.120
H -0.696 6.542 -2.950 0.137
H -0.601 7.711 -4.310 0.128

[6]
61
Properties=species:S:1:pos:R:3:lowdin_spin:R:1 method="wB97M-V/def2-TZVPD" s2=6.030 spin_multiplicity=5 total_charge=0 orbital_gap_ha="0.269 / 0.209" lumo_energy_ev="-0.33 / -2.35"
Ir -1.654 -1.420 0.792 2.144
C 0.388 -3.875 -2.857 -0.001
C -0.490 -3.834 -1.634 0.000
C -0.006 -4.320 -0.397 0.021
C -0.773 -4.290 0.732 0.018
C -2.087 -3.752 0.696 0.033
C -2.584 -3.292 -0.533 0.035
C -1.766 -3.337 -1.688 0.012
H 0.436 -4.885 -3.272 0.000
H 1.410 -3.574 -2.616 0.000
H 0.012 -3.213 -3.637 0.000
H 1.004 -4.711 -0.342 0.001
H -0.379 -4.658 1.670 0.000
H -2.752 -3.898 1.536 0.003
H -3.625 -3.017 -0.633 0.005
H -2.163 -2.965 -2.626 0.001
O -4.692 4.068 -0.526 0.060
C -4.187 3.022 -0.245 0.018
C -3.523 2.662 1.099 0.035
O -3.362 3.396 2.036 0.114
C -3.061 1.240 0.970 0.117
C -3.336 0.752 -0.380 0.116
O -2.976 -0.371 -0.762 0.261
C -4.069 1.792 -1.170 0.036
O -4.456 1.712 -2.304 0.108
O -2.491 0.545 1.821 0.283
N 0.195 -1.084 1.208 0.399
P 0.920 0.252 0.744 0.103
C 0.209 1.017 -0.733 0.011
C 0.149 0.222 -1.880 0.005
C -0.490 0.684 -3.018 0.004
C -1.072 1.946 -3.026 0.001
C -1.010 2.746 -1.895 0.006
C -0.375 2.281 -0.747 0.006
C 2.645 -0.091 0.328 0.009
C 3.212 -1.271 0.805 0.005
C 4.538 -1.569 0.513 0.001
C 5.294 -0.699 -0.258 0.000
C 4.727 0.470 -0.749 0.001
C 3.405 0.772 -0.460 0.001
C 0.934 1.523 2.026 0.016
C 1.618 2.733 1.879 0.002
C 1.596 3.675 2.894 0.002
C 0.893 3.415 4.065 0.000
C 0.219 2.215 4.219 0.001
C 0.238 1.268 3.203 0.003
H 0.580 -0.774 -1.864 0.000
H -0.546 0.056 -3.898 0.000
H -1.586 2.301 -3.910 0.000
H -1.468 3.728 -1.899 0.000
H -0.353 2.903 0.141 0.000
H 2.602 -1.942 1.397 0.003
H 4.980 -2.485 0.887 0.000
H 6.326 -0.934 -0.488 0.000
H 5.311 1.140 -1.368 0.000
H 2.958 1.667 -0.877 0.000
H 2.171 2.946 0.972 0.000
H 2.123 4.613 2.773 0.000
H 0.868 4.155 4.854 0.000
H -0.334 2.016 5.128 0.000
H -0.293 0.331 3.308 0.001

[7]
106
Properties=species:S:1:pos:R:3:lowdin_charge:R:1 method="wB97M-V/def2-TZVPD" relative_energy_kcal_mol=0.0 total_charge=+1 orbital_gap_ha=0.252 lumo_energy_ev=-3.51
C 2.171 -5.588 3.319 0.064
C 1.631 -4.615 4.047 -0.110
C 2.291 -3.296 4.082 -0.207
N 3.527 -3.253 4.605 0.214
C 4.256 -2.115 4.663 -0.174
N 5.549 -2.251 5.201 0.206
C 6.351 -2.942 4.576 -0.231
O 7.110 -3.593 3.994 0.251
C 3.768 -0.919 4.192 -0.017
C 4.530 0.395 4.175 -0.299
C 5.460 0.644 5.368 -0.049
C 5.261 0.591 2.810 -0.170
C 4.457 1.452 1.808 -0.070
C 2.457 -0.956 3.652 -0.195
O 1.893 0.150 3.143 -0.059
C 1.297 1.071 4.085 -0.134
C -0.056 0.645 4.627 -0.225
N -1.091 0.576 3.609 -0.089
C -2.439 0.802 4.168 -0.163
C -3.490 -0.018 3.420 -0.405
C -3.217 -0.182 1.921 -0.032
O -3.643 -1.333 3.966 -0.054
C 1.714 -2.146 3.581 -0.152
P 0.031 -2.128 2.803 0.896
N 0.171 -3.188 1.473 -0.148
O -0.937 -2.863 3.918 -0.280
H 2.861 -5.386 2.508 0.084
H 1.918 -6.628 3.474 0.077
H 0.696 -4.789 4.563 0.115
H 3.925 -4.114 4.961 0.186
H 3.777 1.175 4.211 0.101
H 6.327 -0.007 5.287 0.064
H 5.863 1.649 5.253 0.092
H 4.989 0.497 6.336 0.089
H 5.330 -0.408 2.374 0.108
H 6.261 0.989 2.963 0.110
H 3.661 2.014 2.290 0.064
H 5.118 2.128 1.272 0.076
H 3.978 0.794 1.085 0.074
H 1.152 2.016 3.564 0.140
H 1.938 1.261 4.948 0.127
H -0.013 -0.279 5.212 0.119
H -0.321 1.428 5.357 0.128
H -0.974 1.334 2.946 0.110
H -2.650 1.875 4.138 0.129
H -2.482 0.502 5.219 0.119
H -4.458 0.483 3.530 0.134
H -4.176 -0.188 1.409 0.084
H -2.597 0.607 1.507 0.063
H -2.739 -1.152 1.801 0.056
H -3.418 -1.319 4.900 0.082
H -0.147 -4.132 1.673 0.041
H -0.358 -2.800 0.704 0.016
H -1.799 -2.976 3.491 0.047
O -1.152 -3.701 -4.457 -0.213
P -0.998 -2.238 -4.555 0.481
O -0.698 -1.669 -3.069 -0.203
C 0.535 -1.992 -2.428 -0.289
C 1.732 -1.320 -3.078 -0.071
O -2.511 -1.689 -4.760 -0.204
C -3.605 -2.589 -4.948 -0.282
C -4.216 -3.019 -3.628 -0.072
O -0.373 -1.000 -5.386 -0.188
C 0.251 -1.271 -6.664 -0.254
C -0.700 -1.930 -7.642 -0.075
H 0.668 -3.078 -2.406 0.115
H 0.441 -1.647 -1.397 0.092
H 1.926 -1.737 -4.069 0.068
H 2.630 -1.465 -2.475 0.081
H 1.555 -0.252 -3.205 0.078
H -3.291 -3.451 -5.535 0.104
H -4.349 -2.057 -5.543 0.117
H -3.453 -3.255 -2.887 0.070
H -4.858 -3.890 -3.765 0.078
H -4.820 -2.210 -3.212 0.074
H 1.134 -1.897 -6.510 0.113
H 0.593 -0.314 -7.051 0.122
H -1.022 -2.913 -7.285 0.073
H -0.214 -2.069 -8.608 0.084
H -1.595 -1.324 -7.779 0.087
O -0.530 3.828 -3.236 -0.216
P -1.884 4.072 -2.702 0.479
O -1.738 4.890 -1.315 -0.195
C -1.254 6.237 -1.354 -0.276
C -2.236 7.199 -1.997 -0.077
O -2.349 2.625 -2.130 -0.196
C -1.550 1.460 -2.341 -0.274
C -0.519 1.285 -1.242 -0.053
O -3.408 4.488 -3.044 -0.184
C -3.788 4.632 -4.433 -0.255
C -3.564 3.360 -5.226 -0.077
H -0.292 6.265 -1.874 0.113
H -1.079 6.528 -0.319 0.116
H -2.333 7.006 -3.068 0.063
H -1.900 8.229 -1.875 0.081
H -3.227 7.092 -1.556 0.085
H -1.075 1.492 -3.321 0.104
H -2.229 0.607 -2.350 0.115
H -0.030 2.222 -0.978 0.078
H 0.242 0.565 -1.543 0.047
H -1.000 0.916 -0.332 0.060
H -3.230 5.461 -4.877 0.112
H -4.841 4.905 -4.441 0.121
H -2.504 3.093 -5.262 0.072
H -3.911 3.486 -6.252 0.083
H -4.095 2.523 -4.773 0.087

[8]
14
Properties=species:S:1:pos:R:3:lowdin_spin:R:1 method="wB97M-V/def2-TZVPD" s2=0.764 spin_multiplicity=2 relative_energy_kcal_mol=35.4 total_charge=-1 orbital_gap_ha="0.157 / 0.252" lumo_energy_ev="4.15 / 3.94"
C 0.901 0.347 0.847 0.189
C 0.767 0.281 -0.494 0.131
O 1.022 1.328 -1.366 0.022
C 0.415 -1.048 -1.076 0.173
C -0.329 -1.159 -2.248 0.309
H 1.289 1.302 1.224 0.027
H 1.495 -0.477 1.239 0.017
H 0.197 1.703 -1.754 0.017
H 0.741 -1.858 -0.485 0.005
H -0.098 -0.513 -3.124 0.038
H -1.062 -1.978 -2.383 0.033
H -2.367 1.255 3.136 0.004
H -1.143 0.258 2.926 0.013
O -1.827 0.559 3.558 0.023

[9]
33
Properties=species:S:1:pos:R:3:lowdin_charge:R:1 method="wB97M-V/def2-TZVPD" relative_energy_kcal_mol=0.0 total_charge=-2 orbital_gap_ha=0.177 lumo_energy_ev=4.06
Cs 0.041 0.378 0.112 0.624
Br -1.055 -1.297 3.932 0.543
C -2.555 -1.408 2.723 -1.099
Br -2.448 -2.933 1.554 0.557
H -2.555 -0.513 2.104 -0.176
H -3.454 -1.497 3.317 -0.006
C 5.715 2.918 1.467 -0.114
C 4.416 3.145 1.039 -0.084
C 3.650 2.094 0.554 -0.047
C 4.174 0.807 0.516 -0.250
C 5.485 0.578 0.941 -0.050
C 6.247 1.633 1.411 -0.116
N 3.315 -0.216 0.003 0.023
N 3.705 -1.366 0.260 0.039
C 2.881 -2.443 -0.200 -0.345
C 3.624 -3.619 -0.360 -0.091
C 2.989 -4.771 -0.792 -0.151
C 1.616 -4.717 -1.013 -0.149
C 0.915 -3.533 -0.804 -0.205
C 1.491 -2.316 -0.381 -0.207
H 6.318 3.739 1.839 0.088
H 3.974 4.133 1.071 0.090
H 2.643 2.302 0.208 -0.001
H 5.878 -0.428 0.897 0.091
H 7.267 1.456 1.736 0.087
H 4.689 -3.610 -0.155 0.084
H 3.543 -5.692 -0.937 0.076
H 1.090 -5.615 -1.330 0.077
H -0.161 -3.572 -0.984 0.050
Se 0.908 4.462 -0.420 -0.354
Se -1.354 4.865 0.003 -0.308
Se -2.572 3.075 -0.883 -0.296
Se -2.950 1.545 0.855 -0.380

[10]
42
Properties=species:S:1:pos:R:3:lowdin_charge:R:1 method="wB97M-V/def2-TZVPD" relative_energy_kcal_mol=315.8 total_charge=0 orbital_gap_ha=0.330 lumo_energy_ev=0.07
C 4.531 3.158 1.506 -0.115
C 3.589 4.014 0.734 -0.278
C 2.141 3.582 0.970 -0.251
C 1.810 2.424 0.166 -0.277
C 0.410 2.167 0.103 -0.278
C -0.139 1.087 -0.546 -0.297
C 0.425 -0.147 -0.131 -0.216
C 0.372 -0.852 1.313 -0.152
C -1.099 -1.104 1.672 -0.110
C -1.714 -2.316 0.860 -0.530
O -1.476 -3.471 1.521 -0.100
N -2.142 -2.024 -0.197 0.149
C -2.748 -2.859 -1.452 -0.054
C -2.853 -4.292 -1.025 0.081
C -3.244 -5.058 -2.208 0.005
C -3.882 -4.226 -3.235 -0.192
N -3.889 -2.964 -3.540 0.110
C -3.354 -2.228 -2.429 -0.046
H -3.316 -1.406 -2.537 -0.030
H -4.310 -4.843 -4.014 0.095
H -3.282 -6.094 -2.103 0.071
H -2.469 -4.599 -0.041 0.095
H -2.389 -1.042 -0.395 0.147
H -1.916 -0.099 1.584 0.177
H -1.073 -1.510 2.794 0.144
H 0.590 -0.103 2.010 0.085
H 0.806 -1.629 1.358 0.002
H 1.611 -0.406 -0.141 0.167
H 0.108 -0.999 -0.755 0.103
H -1.293 0.944 -0.452 0.157
H 0.163 1.084 -1.479 0.082
H -0.101 3.031 -0.090 0.091
H 0.031 2.007 1.406 0.212
H 2.122 2.611 -0.947 0.186
H 2.395 1.687 0.603 0.095
H 1.946 3.547 2.189 0.182
H 1.716 4.458 0.485 0.107
H 3.732 4.296 -0.155 0.020
H 3.842 5.122 1.254 0.169
H 4.597 2.236 1.218 -0.003
H 5.471 3.565 1.388 0.039
H 4.283 3.251 2.736 0.159

In order of appearance, DFT total energy = -16212.99075; -45062.56871; -17477.21781; -29639.96274; -78348.77876; -55334.68874; -89407.26931; -8369.57992; -418658.24114; -20959.62677 eV.